No. 1
This record from the OMol25 dataset describes a structure of composition C25H23N3NaO5Sb. The level of theory is ωB97M-V/def2-TZVPD.

Geometry as XYZ:
```
58
Properties=species:S:1:pos:R:3
Na -0.44546 -0.19137 -0.48890
O -5.11759 0.18464 -0.66929
C -5.26242 1.47418 -0.99155
C -6.53801 2.04727 -0.94398
C -6.72383 3.37996 -1.26367
C -5.64136 4.17057 -1.63677
C -4.37592 3.60429 -1.68381
C -4.15986 2.26737 -1.37004
C -2.78593 1.65172 -1.42225
O -2.68954 0.42113 -1.05972
N -1.83260 2.44697 -1.83357
N -0.59011 1.82357 -1.81038
C 0.35410 2.54218 -2.27611
C 1.76395 2.17446 -2.34849
C 2.63737 3.15629 -2.82098
C 4.00475 2.96734 -2.93352
C 4.52504 1.72977 -2.55043
C 3.69966 0.73277 -2.08489
C 2.28174 0.88775 -1.96252
O 1.55958 -0.07481 -1.54733
H -4.10201 0.03402 -0.75608
H -7.37003 1.41969 -0.64703
H -7.72077 3.80607 -1.21873
H -5.78427 5.21583 -1.88380
H -3.50851 4.18543 -1.96771
H 0.10724 3.54483 -2.64691
H 2.20861 4.11383 -3.10662
H 4.64700 3.75877 -3.30077
H 5.59469 1.55136 -2.61863
H 4.09652 -0.23002 -1.78166
C 2.01444 -4.96220 -0.59489
Sb 1.51356 -2.89008 -1.06279
C 2.89925 -2.89511 -2.72207
C 2.92174 -2.19498 0.39903
H 3.10022 -5.05877 -0.51641
H 1.65362 -5.63713 -1.37454
H 1.55515 -5.23499 0.35539
H 3.89865 -3.17285 -2.37932
H 2.92749 -1.90582 -3.17560
H 2.56823 -3.62383 -3.46598
H 3.93065 -2.46446 0.08004
H 2.68687 -2.68246 1.34498
H 2.83565 -1.11579 0.49811
O 0.10267 -3.37286 1.85278
C 0.03235 -2.25752 2.35464
N -0.15521 -1.06628 1.72724
C -0.13509 -0.05873 2.65058
O -0.25062 1.13598 2.43716
C 0.06328 -0.65465 4.03405
C 0.14561 -0.08630 5.28557
C 0.34157 -0.94147 6.37201
C 0.45117 -2.31613 6.18613
C 0.36641 -2.87456 4.90921
C 0.16928 -2.01687 3.84944
H 0.06196 0.98601 5.41343
H 0.41053 -0.53122 7.37318
H 0.60544 -2.96018 7.04462
H 0.45313 -3.94265 4.75017
```

Output
Total charge: -2
Frontier orbital gap: 0.2112 hartree
Relative energy (zero: lowest compared OMol25 entry of this formula, charge and spin): 0.071 eV



No. 2
This record from the OMol25 dataset describes a cluster of 4 separate species, C26H42F17N4O11S3 in total in a non-equilibrium geometry. The level of theory is ωB97M-V/def2-TZVPD.

Geometry as XYZ:
```
103
Properties=species:S:1:pos:R:3
C -0.33723 2.72520 7.57430
C -1.82119 2.38937 7.67292
O -2.30619 2.04207 8.66727
O -2.63926 2.49723 6.53025
C -2.41137 1.38354 5.66659
C -1.74624 1.89529 4.36968
N -1.54550 0.71504 3.48797
C -1.45554 0.75099 2.21364
N -1.49133 2.01325 1.60742
C -0.10822 2.12298 0.94638
C 0.49822 3.45028 1.50839
N 1.74809 3.84634 0.87579
C 0.84366 0.99277 1.36581
C 0.25174 -0.44662 1.15063
N -1.22815 -0.31332 1.34205
C -2.00470 -1.51360 1.48416
F -2.38551 -1.83781 2.72967
F -1.21172 -2.51613 1.09304
C -3.21342 -1.51933 0.44338
F -2.95262 -0.67791 -0.53737
F -3.23178 -2.71558 -0.13605
C -4.63346 -1.34042 1.04356
F -5.47863 -1.46902 0.00430
F -4.92806 -2.33722 1.84264
C -4.94081 0.03889 1.66939
F -4.29057 0.11675 2.84450
F -4.44488 1.02286 0.90439
C -6.46154 0.35914 1.81223
F -7.15127 -0.74365 2.07786
F -6.93987 0.80103 0.66615
C -6.82007 1.36857 2.94200
F -8.14096 1.44177 2.95807
F -6.49986 0.90204 4.14680
C -6.23524 2.80231 2.84701
F -4.90451 2.83133 2.98908
F -6.70467 3.44882 3.90493
C -6.61380 3.66663 1.60248
F -6.57210 4.92895 1.99494
F -5.75083 3.55467 0.61207
F -7.81854 3.44698 1.14445
H 0.15203 2.26817 8.43276
H -0.22095 3.81226 7.58864
H 0.06054 2.29900 6.64552
H -3.38631 0.92197 5.47435
H -1.74892 0.64836 6.15156
H -2.45471 2.57720 3.90169
H -0.76568 2.34169 4.54316
H -1.46751 -0.19027 3.94966
H -2.12470 1.96763 0.80854
H -0.18869 2.23910 -0.13858
H 0.57386 3.39623 2.60021
H -0.26769 4.21745 1.31068
H 1.81262 3.54366 -0.08852
H 2.51471 3.48245 1.42890
H 1.74741 1.01793 0.72721
H 1.21725 1.11047 2.39221
H 0.42505 -0.67809 0.09858
H 0.75100 -1.13824 1.83243
O -6.07542 -7.42148 -3.41648
S -4.67171 -7.61851 -3.22847
O -4.17514 -8.45439 -2.18068
O -3.96511 -6.18514 -3.12352
C -4.45771 -5.26530 -2.13842
C -4.02079 -5.64048 -0.73469
C -3.94026 -8.11803 -4.75111
H -5.54495 -5.18742 -2.20582
H -4.04755 -4.29015 -2.40013
H -4.47485 -6.57827 -0.41658
H -4.31290 -4.86743 -0.02477
H -2.93854 -5.77229 -0.69077
H -4.28778 -7.46082 -5.54395
H -4.25586 -9.14161 -4.94246
H -2.85845 -8.07414 -4.65202
O 3.91539 0.98425 -0.51651
S 4.64600 1.08050 -1.75401
O 3.96087 1.07839 -3.00883
O 5.77279 -0.04196 -1.77007
C 5.38317 -1.41111 -1.56221
C 4.71456 -2.00766 -2.78593
C 5.72102 2.46984 -1.69691
H 4.74251 -1.49061 -0.68101
H 6.29960 -1.95718 -1.34522
H 3.75654 -1.52867 -2.98802
H 4.53573 -3.07358 -2.63926
H 5.33893 -1.87056 -3.66903
H 6.26847 2.46019 -0.75775
H 5.10446 3.36498 -1.76514
H 6.40096 2.41881 -2.54502
O 8.14323 2.33549 -3.90778
S 7.96658 2.05667 -5.30645
O 7.33530 0.85431 -5.74971
O 9.37194 2.21038 -6.03903
C 10.48619 1.44060 -5.54755
C 10.39149 -0.02079 -5.94099
C 7.16730 3.42862 -6.06910
H 10.57339 1.55470 -4.46531
H 11.37738 1.88073 -5.99166
H 9.54798 -0.50885 -5.45329
H 11.30056 -0.55042 -5.65449
H 10.24713 -0.12026 -7.01716
H 7.66413 4.34512 -5.76107
H 6.13107 3.42860 -5.73537
H 7.21095 3.30346 -7.14807
```

Output
Total charge: +1
Frontier orbital gap: 0.3014 hartree
Relative energy (zero: lowest compared OMol25 entry of this formula, charge and spin): 0.748 eV



No. 3
This record from the OMol25 dataset describes a structure of composition C26H14Br2F6KN3O5S2 in a non-equilibrium geometry. The level of theory is ωB97M-V/def2-TZVPD.

Geometry as XYZ:
```
59
Properties=species:S:1:pos:R:3
K -0.09935 -0.18618 0.55226
Br -5.10494 3.52040 0.07682
C -3.27077 4.03142 0.03634
C -2.96098 5.38364 0.10735
C -1.65655 5.81167 0.08155
Br -1.30911 7.69540 0.18353
C -0.59255 4.88530 -0.02860
C 0.77971 5.22674 -0.06162
C 1.72894 4.25131 -0.19082
C 1.31944 2.91073 -0.29428
N 0.05261 2.56324 -0.25586
C -0.90817 3.50276 -0.11392
C -2.30091 2.98751 -0.06233
O -2.55674 1.77357 -0.11343
H -3.76020 6.10787 0.18397
H 1.06394 6.26726 0.01792
H 2.78445 4.49694 -0.21076
H 2.03758 2.09970 -0.40807
F -0.02488 0.28214 5.63990
C -1.26681 0.21491 5.16713
F -1.79866 1.43049 5.18541
F -1.98115 -0.57915 5.96238
S -1.17704 -0.45333 3.47018
O -0.52199 0.58413 2.71481
O -0.47591 -1.70544 3.61457
N -2.73666 -0.61241 3.17913
S -3.02267 -1.49254 1.89508
O -1.89561 -1.46879 0.98380
O -4.34923 -1.32065 1.40211
C -3.02468 -3.26014 2.52784
F -4.05213 -3.91759 1.97635
F -3.17958 -3.30788 3.85013
F -1.91268 -3.89892 2.20030
C 5.55565 0.16728 0.02384
C 5.92368 -1.16614 -0.14485
C 4.92149 -2.11739 -0.24854
C 3.56994 -1.74145 -0.18236
C 3.13493 -0.40164 -0.05346
C 4.20703 0.51346 0.04549
C 2.55476 -2.84233 -0.21950
C 2.87220 -4.13448 0.31836
C 1.95120 -5.12986 0.31389
C 0.66592 -4.89346 -0.23137
C -0.36426 -5.86387 -0.26149
C -1.58830 -5.55976 -0.78706
C -1.82780 -4.26677 -1.30782
C -0.84754 -3.31696 -1.29021
C 0.43012 -3.60005 -0.74273
N 1.36724 -2.60568 -0.72562
H 6.32391 0.92959 0.13507
H 6.96669 -1.45670 -0.19418
H 5.20601 -3.15522 -0.41601
H 3.98966 1.58013 0.14948
H 3.84280 -4.29093 0.76867
H 2.17649 -6.10259 0.74108
H -0.16819 -6.84757 0.15285
H -2.38125 -6.29861 -0.79107
H -2.80471 -4.02133 -1.70563
H -1.02767 -2.32028 -1.67467
```

Output
Total charge: -2
Frontier orbital gap: 0.2117 hartree



No. 4
This record from the OMol25 dataset describes an isolated molecule of C4H5N3O2 in a non-equilibrium geometry. The level of theory is ωB97M-V/def2-TZVPD.

Geometry as XYZ:
```
14
Properties=species:S:1:pos:R:3
C -0.05478 1.27093 0.29745
C -0.31939 -0.37648 -0.13917
C 1.19727 1.68549 0.77155
C 0.74170 -1.34586 -0.30528
N -1.23710 1.73303 0.22539
N -1.48746 -0.32153 -0.63598
N -2.04389 0.90625 -0.37081
O 2.24434 1.15454 0.63210
O 0.34637 -2.58296 -0.99668
H 1.25900 2.78916 1.07701
H 1.53017 -0.88037 -0.81452
H 1.07030 -1.85045 0.67321
H -3.06683 0.96023 -0.01147
H -0.17971 -3.14200 -0.40279
```

Output
Spin multiplicity: 3
<S²>: 2.02
Frontier orbital gap (spin up / spin down): 0.2633 / 0.2194 hartree
Relative energy (zero: lowest compared OMol25 entry of this formula, charge and spin): 1.758 eV



No. 5
This record from the OMol25 dataset describes an isolated molecule of C15H19NO4 in a non-equilibrium geometry. The level of theory is ωB97M-V/def2-TZVPD.

Geometry as XYZ:
```
39
Properties=species:S:1:pos:R:3
C 5.45364 2.02029 2.87871
H 5.96619 2.38054 1.98054
O 5.12833 0.65644 2.77725
C 4.28709 0.26336 1.77630
C 3.71224 1.10549 0.83687
C 2.86101 0.60246 -0.13806
C 2.57265 -0.75274 -0.18983
C 3.15574 -1.60056 0.75607
C 3.99667 -1.10214 1.72194
H 4.44692 -1.75289 2.45410
H 2.93007 -2.65383 0.70709
O 1.76158 -1.37574 -1.10246
C 1.06797 -0.63035 -2.07749
C -0.28130 -0.07275 -1.57795
O -0.13196 1.02198 -0.70337
H 0.28024 0.70846 0.11225
C -1.11494 -1.18841 -0.91258
N -2.40005 -0.75813 -0.41045
H -2.28029 0.09432 0.13172
C -3.41484 -0.53036 -1.43174
C -4.70797 -0.17631 -0.77780
C -5.82349 -0.91292 -0.51086
C -6.72200 -0.04586 0.15827
C -6.08361 1.15010 0.25057
O -4.86594 1.08193 -0.31257
H -6.37587 2.09051 0.67402
H -7.70201 -0.28412 0.51755
H -5.98527 -1.94115 -0.76020
H -3.54232 -1.46081 -1.99148
H -3.14291 0.27303 -2.13723
H -0.54488 -1.58162 -0.06350
H -1.26957 -2.00196 -1.62434
H -0.81260 0.33266 -2.44605
H 0.86874 -1.34138 -2.88431
H 1.68361 0.18383 -2.47476
H 2.42967 1.29796 -0.84092
H 3.90871 2.16585 0.84245
H 6.12559 2.10054 3.73176
H 4.56516 2.63428 3.06048
```

Output
SMILES: COc1ccc(OC[C@H](O)CNCc2ccco2)cc1
Frontier orbital gap: 0.3242 hartree
Relative energy (zero: lowest compared OMol25 entry of this formula, charge and spin): 3.393 eV



No. 6
This record from the OMol25 dataset describes the ion CH3Br2ClP with charge +1 in a non-equilibrium geometry. The level of theory is ωB97M-V/def2-TZVPD.

Geometry as XYZ:
```
8
Properties=species:S:1:pos:R:3
C -0.21394 0.05689 -0.06101
P -2.23221 -0.03010 -0.40740
Cl -2.71604 -0.08991 -2.35557
Br -3.12444 -1.76539 0.49055
Br -3.20684 1.68351 0.55993
H 0.01026 0.62683 0.92077
H 0.25083 0.61652 -0.77791
H 0.23636 -0.87426 -0.21340
```

Output
Total charge: +1
Frontier orbital gap: 0.3747 hartree
Relative energy (zero: lowest compared OMol25 entry of this formula, charge and spin): 0.545 eV